The following is a DFT calculation (wB97M-V/def2-TZVPD) of a 12-piece molecular cluster, H24O12 overall.

Output
**DFT total energy**: -24956.114 eV
**Structure (SMILES)**: O.O.O.O.O.O.O.O.O.O.O.O
**Energy relative to the best compared isomer or geometry (same formula, charge and spin)**: 538.5 kJ/mol
**HOMO**: -9.134 eV

```
36
Properties=species:S:1:pos:R:3:forces:R:3
O 0.502272 0.287219 -0.745356 -0.258 0.150 -0.183
H -0.268738 0.536855 -0.223613 0.136 -0.027 0.146
H 0.705057 1.078230 -1.257382 0.084 -0.002 0.025
O -1.671546 -1.451548 3.983387 0.562 -3.134 6.032
H -1.743908 -0.492188 4.041551 0.355 -0.883 0.622
H -0.988350 -1.595334 3.318888 -0.388 -0.226 1.299
O 0.790756 4.586597 1.722580 0.146 0.029 -0.108
H 1.566239 4.186643 1.313128 -0.045 0.008 0.077
H 1.093121 5.460813 1.993342 -0.084 -0.065 0.008
O -1.706010 -0.493207 2.346078 -0.308 3.952 -7.245
H -1.410067 -0.732331 1.460512 -0.020 0.219 -0.532
H -2.511651 0.013896 2.195154 -0.185 0.020 -0.214
O -2.786290 2.697882 -0.368571 0.125 -0.090 0.095
H -2.641984 3.511212 -0.865221 -0.070 -0.076 -0.009
H -1.902266 2.329573 -0.259755 -0.138 0.181 0.030
O -3.166105 -2.472093 -1.424667 0.262 -0.137 0.017
H -2.663450 -3.266721 -1.636549 -0.039 0.031 0.024
H -2.498269 -1.779074 -1.372611 -0.190 -0.002 -0.059
O 5.272462 -0.742187 -2.206432 -0.300 0.005 0.232
H 4.410873 -1.162321 -2.307137 0.023 -0.047 -0.289
H 5.095892 0.193583 -2.355251 0.149 0.026 -0.004
O 3.539807 -1.800666 0.344885 0.107 0.232 -0.062
H 3.467726 -0.985667 0.854365 -0.152 -0.152 0.052
H 4.142198 -1.575861 -0.373153 0.195 -0.060 0.121
O 5.410704 1.564958 0.324135 -0.134 -0.083 0.053
H 4.797413 0.847661 0.128301 0.130 0.030 -0.027
H 6.032269 1.177572 0.950695 0.010 0.048 -0.077
O -2.259094 1.197334 -3.056306 0.202 0.026 -0.034
H -2.016257 1.026079 -3.973199 -0.101 -0.017 0.029
H -1.585671 0.734655 -2.545015 -0.061 -0.064 -0.032
O 0.718042 -3.731966 0.397866 -0.243 -0.063 -0.018
H 0.030041 -3.860633 1.060504 0.065 -0.037 -0.007
H 0.629121 -4.495347 -0.183796 0.070 0.064 0.051
O -4.941654 0.075172 -1.097344 0.083 0.101 0.150
H -4.868906 0.313898 -0.166373 -0.074 0.011 -0.131
H -4.497181 0.794844 -1.559411 0.086 0.033 -0.032
```
Forces are in eV/Å.

Here are the Mulliken charges for atoms 1 to 4, given in e: O -0.597; H 0.244; H 0.327; O -0.615